{
  "formula": "C3H8N2O",
  "method": "ωB97M-V/def2-TZVPD",
  "species": ["N", "C", "O", "H", "C", "N", "C", "H", "H", "H", "H", "H", "H", "H"],
  "coordinates": [[2.730, -0.172, -0.010], [2.111, -0.664, -0.941], [1.463, -1.113, -1.804], [3.737, -0.133, -0.004], [-1.431, -0.841, 0.722], [-0.333, 0.067, 0.450], [-0.722, 1.211, -0.359], [-1.086, -1.657, 1.364], [-2.297, -0.356, 1.213], [-1.789, -1.284, -0.213], [0.073, 0.383, 1.322], [-0.625, 0.974, -1.425], [-1.762, 1.524, -0.172], [-0.069, 2.062, -0.143]],
  "smiles": "N=C=O.CNC",
  "fmax_ha_per_bohr": 0.0180,
  "lumo_ev": 0.88,
  "total_charge": 0,
  "homo_lumo_gap_ha": 0.35355,
  "relative_energy_ev": 1.320
}

---

{
  "formula": "C28H49As4F24HfN7",
  "method": "ωB97M-V/def2-TZVPD",
  "species": ["Hf", "As", "F", "F", "F", "F", "F", "F", "As", "F", "F", "F", "F", "F", "F", "As", "F", "F", "F", "F", "F", "F", "As", "F", "F", "F", "F", "F", "F", "C", "C", "C", "C", "N", "H", "H", "H", "H", "H", "H", "H", "C", "C", "C", "C", "N", "H", "H", "H", "H", "H", "H", "H", "C", "C", "C", "C", "N", "H", "H", "H", "H", "H", "H", "H", "C", "C", "C", "C", "N", "H", "H", "H", "H", "H", "H", "H", "C", "C", "C", "C", "N", "H", "H", "H", "H", "H", "H", "H", "C", "C", "C", "C", "N", "H", "H", "H", "H", "H", "H", "H", "C", "C", "C", "C", "N", "H", "H", "H", "H", "H", "H", "H"],
  "coordinates": [[-0.115, 0.142, -0.169], [-1.559, 0.268, 5.646], [-0.308, -0.982, 5.704], [-1.981, 0.209, 7.392], [-2.809, 1.594, 5.498], [-1.243, 0.442, 3.859], [-2.819, -1.019, 5.368], [-0.162, 1.299, 6.040], [5.397, 2.898, -1.300], [5.875, 1.250, -1.916], [4.838, 3.219, -3.036], [4.646, 4.429, -0.703], [6.002, 2.570, 0.306], [6.939, 3.680, -1.819], [3.855, 1.996, -0.959], [-4.234, 4.290, 0.736], [-4.884, 3.912, -0.846], [-3.118, 5.480, 0.022], [-3.518, 4.712, 2.303], [-5.305, 3.145, 1.366], [-3.009, 2.939, 0.463], [-5.512, 5.579, 0.973], [-0.535, -4.669, -3.277], [-0.586, -6.290, -4.070], [-0.182, -5.427, -1.577], [-0.312, -3.058, -2.472], [-0.804, -3.789, -4.820], [-2.259, -4.565, -2.860], [1.226, -4.547, -3.732], [5.776, -7.109, -0.972], [5.565, -6.361, -2.269], [5.855, -4.802, -2.198], [4.841, -3.980, -1.483], [4.070, -3.375, -0.899], [4.923, -6.980, -0.307], [6.758, -6.920, -0.538], [5.762, -8.185, -1.148], [4.516, -6.483, -2.539], [6.052, -6.889, -3.089], [5.894, -4.418, -3.218], [6.774, -4.574, -1.658], [2.474, 9.076, 2.658], [2.142, 8.243, 3.971], [2.393, 6.708, 3.927], [1.793, 5.692, 3.037], [1.317, 4.854, 2.367], [2.010, 8.597, 1.796], [3.520, 9.141, 2.358], [2.100, 10.099, 2.678], [1.091, 8.439, 4.183], [2.805, 8.611, 4.754], [2.304, 6.267, 4.920], [3.426, 6.723, 3.579], [-3.797, 0.602, -8.031], [-4.943, -0.068, -7.283], [-5.300, 0.322, -5.810], [-4.159, 0.304, -4.879], [-3.282, 0.283, -4.126], [-3.689, 0.385, -9.094], [-2.778, 0.378, -7.715], [-3.735, 1.685, -7.916], [-4.691, -1.128, -7.256], [-5.813, -0.062, -7.939], [-6.064, -0.364, -5.446], [-5.766, 1.302, -5.701], [-8.547, -1.098, 0.598], [-8.123, -2.162, 1.639], [-6.821, -1.876, 2.455], [-5.673, -1.669, 1.604], [-4.731, -1.531, 0.958], [-9.325, -1.535, -0.029], [-7.808, -0.862, -0.167], [-8.918, -0.106, 0.856], [-7.966, -3.109, 1.122], [-8.918, -2.340, 2.363], [-6.527, -2.773, 2.999], [-6.894, -1.092, 3.208], [-2.330, -6.958, 4.037], [-0.886, -7.362, 3.696], [0.144, -6.258, 3.832], [-0.086, -5.049, 2.983], [-0.238, -4.075, 2.306], [-2.340, -6.363, 4.951], [-2.962, -7.837, 4.163], [-2.762, -6.298, 3.285], [-0.831, -7.762, 2.683], [-0.661, -8.143, 4.422], [1.073, -6.631, 3.402], [0.496, -5.967, 4.822], [6.910, -2.140, 3.432], [6.306, -2.102, 4.874], [5.280, -0.921, 5.063], [4.354, -0.681, 3.910], [3.601, -0.450, 3.073], [6.137, -2.158, 2.663], [7.397, -3.094, 3.227], [7.489, -1.227, 3.294], [7.037, -2.059, 5.681], [5.737, -2.988, 5.155], [5.788, -0.006, 5.370], [4.642, -1.128, 5.922], [-0.535, 5.692, -6.684], [-0.655, 6.679, -5.614], [0.385, 6.339, -4.555], [0.042, 5.146, -3.844], [-0.108, 4.124, -3.222], [-0.946, 4.759, -6.298], [0.535, 5.588, -6.863], [-1.105, 5.927, -7.583], [-1.692, 6.706, -5.282], [-0.379, 7.686, -5.929], [0.365, 7.135, -3.811], [1.380, 6.311, -4.999]],
  "fmax_ha_per_bohr": 0.1134,
  "lumo_ev": -10.13,
  "total_charge": 0,
  "homo_lumo_gap_ha": 0.05359,
  "relative_energy_ev": 0.000
}

---

{
  "formula": "C11H14N2O2",
  "method": "ωB97M-V/def2-TZVPD",
  "species": ["C", "C", "C", "C", "C", "C", "C", "C", "C", "C", "C", "N", "N", "O", "O", "H", "H", "H", "H", "H", "H", "H", "H", "H", "H", "H", "H", "H", "H"],
  "coordinates": [[-1.603, -3.334, -0.605], [-0.902, -3.648, 0.612], [-1.542, -1.998, -1.022], [-0.245, -2.609, 1.265], [-0.901, -0.959, -0.367], [-0.251, -1.268, 0.873], [0.424, 0.798, -1.542], [1.544, 0.662, -0.539], [0.480, 1.010, 1.583], [-0.849, 0.313, -0.947], [1.173, 3.799, 0.465], [0.177, -0.299, 1.736], [1.176, 1.537, 0.535], [-1.879, 0.762, -1.740], [1.945, 2.695, 0.812], [-1.961, -4.170, -1.133], [-0.797, -4.637, 1.124], [-2.158, -1.725, -1.979], [0.421, -2.899, 2.122], [0.410, 1.796, -1.958], [0.524, 0.099, -2.364], [1.565, -0.316, -0.047], [2.545, 0.922, -0.926], [0.400, 1.655, 2.415], [0.600, 4.235, 1.269], [0.488, 3.476, -0.366], [1.628, 4.619, -0.114], [0.067, -0.523, 2.698], [-2.480, 0.009, -1.861]],
  "fmax_ha_per_bohr": 0.0793,
  "lumo_ev": 0.43,
  "total_charge": 0,
  "homo_lumo_gap_ha": 0.20986,
  "relative_energy_ev": 5.663
}

---

{
  "formula": "C2H7N2O2",
  "method": "ωB97M-V/def2-TZVPD",
  "species": ["N", "C", "O", "N", "C", "O", "H", "H", "H", "H", "H", "H", "H"],
  "coordinates": [[-1.542, -0.875, 0.744], [-0.827, -0.123, -0.209], [-1.241, 1.197, -0.288], [0.525, 0.024, 0.355], [1.582, 0.026, -0.362], [2.833, 0.267, -0.109], [-2.223, -0.224, 1.137], [-2.110, -1.601, 0.379], [-0.647, -0.587, -1.215], [-1.218, 1.545, -1.236], [0.448, 0.103, 1.417], [1.335, -0.191, -1.425], [3.085, 0.438, 0.811]],
  "smiles": "N[C@@H](O)/[NH+]=C/O",
  "fmax_ha_per_bohr": 0.0637,
  "lumo_ev": -3.91,
  "total_charge": 1,
  "homo_lumo_gap_ha": 0.41060,
  "relative_energy_ev": 1.483
}

---

{
  "formula": "C2H4F4N2O2S",
  "method": "ωB97M-V/def2-TZVPD",
  "species": ["C", "C", "N", "N", "O", "O", "F", "F", "F", "F", "S", "H", "H", "H", "H"],
  "coordinates": [[-1.137, -1.231, 0.391], [-0.613, -0.441, -0.792], [-0.014, -1.798, 1.070], [1.449, 1.986, -1.054], [1.302, 0.559, 1.101], [-0.347, 2.306, 0.662], [-2.047, -2.212, 0.254], [-1.833, -0.171, 1.198], [-1.349, 0.103, -1.665], [0.438, -1.000, -1.378], [0.483, 1.299, 0.169], [-0.274, -2.309, 1.912], [0.771, -1.069, 1.213], [0.818, 2.448, -1.779], [2.354, 1.529, -1.301]],
  "fmax_ha_per_bohr": 0.0907,
  "lumo_ev": -0.26,
  "total_charge": 0,
  "homo_lumo_gap_ha": 0.36803,
  "relative_energy_ev": 0.603
}

---

{
  "formula": "C4H12",
  "method": "ωB97M-V/def2-TZVPD",
  "species": ["C", "C", "H", "H", "H", "H", "H", "H", "C", "C", "H", "H", "H", "H", "H", "H"],
  "coordinates": [[1.089, 1.481, -0.044], [1.677, 0.969, -1.343], [0.870, 0.581, 0.641], [1.873, 1.892, 0.691], [0.477, 2.281, -0.201], [2.651, 1.438, -1.760], [0.869, 0.786, -2.161], [2.012, -0.184, -1.241], [-1.440, -0.348, 0.758], [-1.482, -1.904, 0.485], [-1.469, 0.288, -0.102], [-2.209, -0.397, 1.583], [-0.647, -0.006, 1.338], [-1.473, -2.212, -0.583], [-2.298, -2.293, 1.128], [-0.500, -2.373, 0.810]],
  "smiles": "CC.CC",
  "fmax_ha_per_bohr": 0.1134,
  "lumo_ev": 1.09,
  "total_charge": 0,
  "homo_lumo_gap_ha": 0.43372,
  "relative_energy_ev": 2.053
}